Entry 1:
Below is a structure of composition C3H6NO4P, with properties calculated with the ωB97M-V functional and the def2-TZVPD basis.

The calculation puts the frontier orbital gap at 6.6 eV. As for the energy relative to the best compared isomer or geometry (same formula, charge and spin): 0.0 kcal per mole. Its LUMO energy is 6.76 eV. The HOMO energy comes out at 0.173 eV. As for the charge: -2.

```
15
Properties=species:S:1:pos:R:3:lowdin_charge:R:1
C -1.531 -0.910 0.103 -0.689
C -0.514 1.816 0.029 -0.206
C -0.134 0.430 -0.538 -0.275
N -0.899 -1.900 0.477 0.012
O 1.801 -0.078 1.487 -0.461
O 1.849 -1.600 -0.565 -0.311
O -2.642 -0.527 -0.044 -0.070
O 2.636 0.698 -0.830 -0.445
P 1.624 -0.047 -0.032 0.199
H 0.345 2.506 0.084 0.041
H -1.339 2.452 -0.387 0.051
H -0.658 1.615 1.082 0.042
H -0.149 0.409 -1.588 0.022
H 1.112 -2.117 -0.012 0.055
H -1.502 -2.747 0.734 0.036
```


Entry 2:
Below is an isolated molecule of C3H6NOP, with properties calculated with the ωB97M-V functional and the def2-TZVPD basis.

The calculation puts the frontier orbital gap (spin up / spin down) at 8.1 / 8.1 eV. As for the energy relative to the best compared isomer or geometry (same formula, charge and spin): 67.6 kcal per mole. Its LUMO energy (spin up / spin down) is -0.39 / 0.02 eV. The HOMO energy (spin up / spin down) comes out at -8.535 / -8.057 eV. As for the SMILES: [O-][N+]1=PCCC1.

```
12
Properties=species:S:1:pos:R:3:lowdin_charge:R:1
O 2.440 1.123 -0.147 -0.147
N 1.412 0.462 0.165 -0.558
P 1.528 -1.203 0.016 0.979
C -0.343 -1.381 0.040 -0.456
C -0.857 0.000 -0.289 -0.311
C 0.060 1.059 0.329 -0.172
H -0.809 -1.656 1.083 0.092
H -0.720 -2.255 -0.718 0.114
H -1.902 0.339 -0.223 0.111
H -0.764 0.252 -1.380 0.113
H 0.218 2.067 -0.174 0.150
H -0.262 1.191 1.298 0.084
```